DFT (wB97M-V/def2-TZVPD) results for a structure of composition C19H18Br2CuNO in a non-equilibrium geometry.

Summary:
Spin multiplicity   2
Kohn-Sham gap (spin up / spin down)   7.54 / 5.36 eV
LUMO level (spin up / spin down)   -3.9 / -6.0 eV
Net charge   +1

Geometry (Å):
H  -2.745  -1.063  -1.836
C  -1.951  0.299  2.781
C  0.650  -0.138  -2.638
Br  4.821  -0.171  -4.779
H  0.445  -1.994  2.293
C  2.092  0.088  -4.635
H  4.853  0.700  0.500
H  5.143  1.010  -1.930
C  3.106  0.338  -2.433
N  1.713  0.120  -0.437
H  -4.155  1.112  0.431
C  -3.454  -1.060  -1.021
H  -4.059  2.821  1.880
H  2.194  0.218  -5.700
H  -3.779  -2.040  -1.103
C  -3.462  2.296  2.733
C  2.543  0.073  1.819
C  1.871  0.149  -1.865
C  -3.323  0.606  0.892
Cu  -0.043  -0.469  -0.038
H  -2.670  2.985  3.086
H  1.864  0.874  2.183
H  -0.063  -1.074  3.791
H  -4.075  2.185  3.647
H  3.509  0.163  2.331
C  4.041  0.526  -0.203
O  -0.508  -0.300  -2.028
C  0.828  -0.076  -4.042
H  -1.444  0.696  3.697
H  -4.241  -0.367  -1.230
C  -0.393  -1.675  2.876
C  4.235  0.594  -1.529
C  -1.420  -0.869  2.188
C  3.203  0.147  -3.844
H  -1.289  -2.117  0.504
H  2.137  -0.904  2.037
H  -0.832  -2.573  3.240
C  -1.720  -1.170  0.847
C  2.744  0.231  0.349
C  -2.837  -0.545  0.228
C  -2.961  1.026  2.139
Br  -0.570  -0.652  -5.178

Force components x, y, z for each atom (eV/Å):
0.38 0.61 -0.33
0.78 -0.49 0.34
-2.31 0.52 1.97
-0.19 0.43 0.71
0.46 0.08 -0.48
-1.34 0.37 0.43
-0.12 0.06 -0.23
0.37 -0.47 -0.20
1.43 -0.36 0.81
0.23 -0.17 -2.61
-0.17 0.20 -0.29
1.04 2.19 -0.48
0.83 -0.58 1.89
-0.12 -0.54 -0.17
-0.98 -2.03 0.95
-1.26 1.57 -1.02
0.43 0.89 0.14
-0.58 -0.29 2.63
-1.29 -1.39 -1.62
-0.91 0.17 0.82
-0.06 -0.45 -0.56
0.29 -0.61 -0.10
-0.03 -1.05 -1.16
-0.06 -0.30 -0.69
-0.32 0.03 -0.02
-0.31 -0.15 1.10
3.45 0.26 -2.46
-0.08 -0.90 -1.41
-0.90 -0.57 -0.63
-0.70 0.10 -0.66
0.35 1.27 2.35
-1.39 0.36 -1.34
0.62 1.94 -0.70
0.90 0.32 -0.43
-0.39 -0.23 -0.36
-0.21 -0.12 0.09
-0.49 -0.84 0.51
-1.45 -0.59 0.68
0.87 0.19 -0.48
0.94 0.17 1.30
2.07 -0.11 1.21
0.26 0.51 0.50